15
Properties=species:S:1:pos:R:3:forces:R:3:lowdin_charge:R:1 method="wB97M-V/def2-TZVPD" homo_ev=-7.98 total_charge=0 max_force_ha_per_bohr=0.00796 homo_lumo_gap_ha=0.3255 total_energy_ev=-6354.4467
C -0.424 -0.094 1.516 -0.032 0.052 0.083 -0.09
C -0.117 -0.142 0.030 0.220 -0.273 0.040 -0.48
C -0.985 -1.091 -0.777 -0.064 -0.030 -0.066 -0.09
C 1.214 0.096 -0.397 -0.175 -0.323 0.169 -0.01
O 0.850 1.791 -1.089 -0.039 0.382 0.142 -0.16
H -1.458 0.223 1.694 0.149 -0.049 -0.031 0.07
H 0.228 0.612 2.045 -0.090 -0.110 -0.087 0.07
H -0.306 -1.079 1.993 -0.008 0.144 -0.093 0.08
H -0.085 1.174 -0.557 0.187 0.096 -0.079 0.14
H -0.902 -2.129 -0.418 0.002 0.166 -0.047 0.08
H -2.044 -0.814 -0.704 0.166 -0.040 -0.006 0.07
H -0.717 -1.080 -1.839 -0.035 -0.002 0.163 0.08
H 1.582 -0.315 -1.334 -0.073 0.081 0.149 0.10
H 1.991 0.367 0.318 -0.161 -0.015 -0.137 0.10
H 1.170 2.480 -0.480 -0.047 -0.078 -0.198 0.05


114
Properties=species:S:1:pos:R:3:forces:R:3:lowdin_charge:R:1 method="wB97M-V/def2-TZVPD" homo_ev=0.10 total_charge=-2 max_force_ha_per_bohr=0.05709 homo_lumo_gap_ha=0.1265 total_energy_ev=-107576.2961
Sr 5.568 -19.049 -11.466 -0.757 0.389 -0.247 1.16
C 7.400 -23.226 -12.399 0.462 -0.115 2.897 -0.53
C 8.671 -22.379 -12.405 0.662 0.571 -0.604 -0.51
S 8.449 -20.802 -13.334 0.708 0.047 1.468 0.87
C 7.952 -21.438 -14.887 -0.519 -0.813 -0.781 -0.58
C 7.201 -20.337 -15.649 0.229 -0.262 0.393 -0.54
S 5.643 -19.972 -14.832 -1.062 -0.574 -0.181 0.85
C 4.699 -21.567 -14.989 -0.356 0.254 0.158 -0.50
C 3.257 -21.339 -14.452 1.498 0.409 -0.161 -0.52
S 3.242 -20.910 -12.677 -0.553 0.179 -0.602 0.81
C 3.305 -22.502 -11.868 0.463 -0.262 0.391 -0.60
C 4.655 -23.261 -11.806 -0.207 -0.201 -0.752 -0.53
S 6.123 -22.263 -11.493 0.221 0.076 0.332 0.79
H 7.583 -24.172 -11.834 -0.004 0.614 -0.238 0.09
H 7.012 -23.531 -13.315 -0.356 -0.260 -1.889 0.02
H 9.577 -22.901 -12.806 -0.864 0.131 0.225 0.08
H 8.952 -22.004 -11.401 -0.366 -0.440 -0.328 0.08
H 7.241 -22.268 -14.737 0.234 0.330 -0.109 0.04
H 8.815 -21.894 -15.392 -0.140 0.429 -0.349 0.08
H 7.089 -20.598 -16.698 -0.167 0.032 -0.132 0.07
H 7.674 -19.354 -15.558 0.334 -0.109 -0.161 0.04
H 5.101 -22.386 -14.388 0.463 0.194 -0.155 0.03
H 4.650 -21.873 -16.047 0.117 0.113 0.247 0.08
H 2.678 -22.243 -14.632 -0.279 0.081 -0.030 0.07
H 2.892 -20.476 -15.017 -0.535 -0.157 0.270 0.06
H 2.537 -23.185 -12.260 0.118 0.214 0.032 0.08
H 3.047 -22.177 -10.849 -0.092 -0.312 -0.196 -0.07
H 4.873 -23.739 -12.787 -0.338 -0.058 0.583 0.06
H 4.547 -24.016 -11.021 0.095 -0.057 -0.208 0.08
C 5.927 -18.017 -4.672 -1.503 -0.592 -0.649 -0.10
C 6.112 -19.245 -5.634 -0.852 -0.306 0.090 -0.20
C 6.499 -18.939 -7.034 -0.506 0.092 -0.258 -0.18
C 7.811 -18.684 -7.426 0.243 0.361 -0.837 -0.16
C 9.027 -18.556 -6.542 -0.829 -0.260 0.857 -0.21
C 9.459 -17.100 -6.204 0.486 -1.525 1.065 -0.11
C 7.727 -18.495 -8.843 1.804 0.815 0.772 -0.29
N 6.465 -18.573 -9.240 -1.599 -0.832 -0.920 -0.04
C 5.675 -18.915 -8.211 1.501 0.347 0.998 -0.29
C 4.247 -19.263 -8.392 -1.907 0.288 0.055 -0.62
C 3.439 -18.197 -9.129 0.050 0.673 0.735 -0.32
C 2.412 -17.406 -8.497 -0.060 -0.346 -0.160 -0.15
C 1.967 -17.563 -7.052 0.516 0.315 -0.812 -0.20
C 2.921 -16.829 -6.102 0.565 0.139 0.934 -0.11
C 1.996 -16.485 -9.448 0.499 -0.044 -0.569 -0.17
C 2.802 -16.711 -10.628 0.976 -0.708 0.349 -0.24
C 2.907 -16.020 -11.871 -0.421 0.386 -0.173 0.03
C 3.915 -15.934 -12.837 0.001 -1.107 -0.018 -0.22
N 5.076 -16.762 -12.768 -0.826 1.373 -1.565 0.04
C 5.742 -16.502 -13.916 0.849 -1.095 1.145 -0.30
C 7.104 -16.950 -14.125 -1.185 0.013 0.538 -0.06
C 7.963 -17.345 -13.092 0.818 -0.177 0.887 -0.29
N 7.593 -17.731 -11.839 1.451 0.578 -0.907 -0.06
C 8.752 -17.828 -11.073 0.861 0.347 -0.291 -0.27
C 8.792 -18.140 -9.743 -0.588 -0.403 -0.320 0.02
C 9.989 -17.508 -11.896 -2.235 -0.468 -1.415 -0.12
C 9.459 -17.282 -13.165 0.706 -0.515 1.158 -0.16
C 10.225 -17.029 -14.437 -2.031 -0.859 -1.224 -0.22
C 10.029 -15.588 -14.872 0.709 1.465 0.071 -0.12
C 11.468 -17.511 -11.554 -0.491 -0.428 0.430 -0.22
C 11.891 -16.370 -10.598 0.985 -0.204 -1.507 -0.11
C 5.027 -15.607 -14.802 0.381 0.600 -1.213 -0.15
C 3.911 -15.190 -14.147 -1.024 -0.138 2.120 -0.13
C 2.927 -14.047 -14.484 0.743 -0.996 -0.289 -0.20
C 3.257 -12.748 -13.731 -0.341 0.630 0.287 -0.11
C 5.483 -15.211 -16.231 -0.480 -0.179 1.924 -0.20
C 5.221 -16.325 -17.236 -1.633 0.287 0.219 -0.11
N 3.675 -17.750 -10.346 0.147 -0.303 -0.406 -0.01
C 1.005 -15.381 -9.253 -0.258 -1.385 0.462 -0.21
C 1.439 -14.343 -8.225 0.493 -1.226 -0.337 -0.08
H 5.290 -18.309 -3.816 0.117 0.037 -0.245 0.05
H 5.409 -17.130 -5.156 0.930 -1.221 0.382 0.07
H 6.850 -17.736 -4.247 1.267 0.671 0.328 0.02
H 5.156 -19.783 -5.679 0.018 0.088 0.081 0.10
H 6.837 -20.026 -5.306 -0.350 0.744 0.577 0.10
H 9.883 -19.027 -7.024 0.091 -0.305 0.084 0.09
H 8.777 -19.110 -5.568 0.669 0.645 -1.181 0.11
H 9.638 -16.573 -7.124 0.106 0.475 -0.208 0.05
H 10.382 -17.166 -5.558 -0.610 0.318 -0.741 0.07
H 8.694 -16.636 -5.593 -0.236 0.375 -0.144 0.05
H 3.709 -19.200 -7.431 0.809 -0.580 0.015 0.05
H 1.949 -18.617 -6.827 0.100 -0.504 0.181 0.09
H 0.935 -17.247 -6.897 -0.095 0.303 -0.087 0.10
H 3.938 -16.680 -6.508 -0.606 -0.179 -0.279 0.07
H 3.106 -17.364 -5.147 -0.413 0.159 -0.364 0.06
H 2.546 -15.829 -5.846 0.077 -0.157 -0.010 0.05
H 1.969 -15.523 -12.098 0.135 0.734 -0.172 0.09
H 7.525 -16.648 -15.047 0.507 0.108 -0.795 0.05
H 9.790 -18.217 -9.394 0.886 0.034 0.769 0.08
H 9.798 -17.723 -15.239 0.127 0.837 0.756 0.12
H 11.244 -17.358 -14.458 0.857 0.190 0.624 0.08
H 8.990 -15.347 -15.121 0.309 -0.274 -0.167 0.05
H 10.711 -15.246 -15.686 -0.488 -0.387 0.267 0.07
H 10.233 -14.908 -14.016 0.085 -0.404 -0.317 0.08
H 12.013 -17.285 -12.483 -0.074 -0.602 0.151 0.08
H 11.794 -18.533 -11.128 -0.409 1.500 -0.666 0.13
H 11.627 -15.382 -11.061 0.267 -0.830 0.529 0.08
H 13.006 -16.486 -10.528 -0.838 0.546 0.332 0.07
H 11.426 -16.477 -9.648 -0.283 0.109 0.854 0.04
H 1.871 -14.371 -14.362 0.622 0.235 0.251 0.10
H 3.068 -13.900 -15.553 -0.271 0.304 -0.239 0.07
H 3.526 -12.951 -12.697 -0.405 -0.204 0.260 0.06
H 2.449 -11.971 -13.749 0.399 -0.778 -0.012 0.07
H 4.152 -12.234 -14.084 0.082 -0.232 -0.534 0.06
H 6.526 -14.875 -16.214 0.038 -0.288 -0.052 0.09
H 4.902 -14.332 -16.505 -0.026 0.136 -0.215 0.08
H 5.513 -17.315 -16.893 0.222 0.035 0.119 0.05
H 5.728 -16.061 -18.144 0.172 -0.188 -0.838 0.05
H 4.096 -16.364 -17.415 1.364 -0.055 0.043 0.09
H 0.047 -15.863 -8.999 0.027 0.277 0.512 0.11
H 0.798 -15.029 -10.227 -0.066 1.212 -1.098 0.07
H 1.441 -14.797 -7.245 0.347 -0.228 0.243 0.04
H 0.772 -13.548 -8.134 -1.333 1.621 -0.138 0.03
H 2.422 -13.953 -8.460 0.250 -0.032 0.028 0.08
S 3.882 -20.980 -9.088 0.596 0.697 0.019 0.38


19
Properties=species:S:1:pos:R:3:forces:R:3:lowdin_charge:R:1 method="wB97M-V/def2-TZVPD" homo_ev=-9.79 total_charge=0 max_force_ha_per_bohr=0.00743 homo_lumo_gap_ha=0.3999 smiles=CCOCCOC total_energy_ev=-9473.4015
C -0.811 -2.377 -1.387 0.118 0.125 0.185 -0.08
C -1.625 -1.086 -1.493 -0.209 -0.069 -0.018 -0.27
O -0.974 0.069 -0.999 0.102 -0.066 -0.338 -0.16
C -0.689 0.133 0.379 0.095 -0.160 0.272 -0.20
C 0.524 1.041 0.449 -0.110 -0.052 -0.222 -0.23
O 0.946 1.231 1.775 -0.019 0.032 -0.003 -0.18
C 2.087 2.053 1.817 0.271 0.184 0.104 -0.12
H -0.319 -2.473 -0.407 -0.251 -0.022 -0.287 0.06
H -0.023 -2.403 -2.150 -0.215 -0.039 0.152 0.08
H -1.480 -3.238 -1.511 0.225 0.120 -0.066 0.08
H -2.611 -1.186 -1.017 0.123 -0.118 0.120 0.12
H -1.818 -0.870 -2.550 0.017 0.005 0.187 0.12
H -1.532 0.552 0.950 0.075 -0.041 -0.134 0.13
H -0.450 -0.850 0.813 -0.042 0.230 -0.127 0.12
H 1.321 0.577 -0.153 -0.049 0.125 0.080 0.13
H 0.249 1.996 -0.028 0.164 -0.062 0.099 0.13
H 1.887 3.049 1.393 -0.025 -0.154 0.051 0.09
H 2.929 1.610 1.261 -0.160 0.016 0.056 0.09
H 2.389 2.173 2.860 -0.110 -0.054 -0.112 0.09